# 1
C39H42N3 | ωB97M-V/def2-TZVPD

Summary:
total charge	+1
multiplicity	1

CARTESIAN COORDINATES (ANGSTROEM)
C: -4.6021 -1.4063 3.8686
C: -3.4198 -1.9174 3.0870
C: -3.5249 -3.0931 2.3264
C: -2.4510 -3.5562 1.5611
C: -2.6425 -4.8314 0.7980
C: -1.2529 -2.8090 1.5693
N: -0.1629 -3.2937 0.8133
C: 0.7298 -2.5181 0.1097
C: 0.7477 -1.1570 -0.0439
N: 1.7819 -3.3670 -0.1964
C: 3.0322 -2.8822 -0.6326
C: 4.0329 -2.6617 0.3165
C: 3.8475 -3.1388 1.7227
C: 5.1646 -1.9461 -0.1074
C: 5.2746 -1.4983 -1.4309
C: 6.4236 -0.6042 -1.8216
C: 4.3050 -1.8630 -2.3789
C: 3.1603 -2.5634 -1.9832
C: 2.0650 -2.9837 -2.9127
C: 1.5286 -4.6234 0.2929
C: 0.3315 -4.5901 0.9051
C: -1.0543 -1.7632 2.4977
C: 0.3120 -1.3019 2.9314
C: -2.1896 -1.2527 3.1454
H: -4.3384 -0.4564 4.3536
H: -5.4702 -1.2406 3.2124
H: -4.9045 -2.1236 4.6482
H: -4.4665 -3.6569 2.3253
H: -1.7922 -5.1030 0.1728
H: -2.8373 -5.6604 1.4989
H: -3.5170 -4.7461 0.1383
H: 1.6144 -0.7421 -0.5618
H: -0.1119 -0.6334 0.3435
H: 4.7863 -3.0078 2.2834
H: 3.0631 -2.5687 2.2614
H: 3.5882 -4.2089 1.7482
H: 5.9529 -1.7080 0.6183
H: 6.3292 -0.3190 -2.8770
H: 6.4372 0.3108 -1.2074
H: 7.3919 -1.1070 -1.6792
H: 4.4345 -1.5766 -3.4282
H: 2.3198 -2.6941 -3.9386
H: 1.9277 -4.0769 -2.8795
H: 1.1079 -2.5139 -2.6405
H: 2.2591 -5.4098 0.1830
H: -0.2528 -5.3627 1.3769
H: 0.1896 -0.4911 3.6636
H: 0.9083 -2.1001 3.4045
H: 0.9267 -0.8888 2.1220
H: -2.1056 -0.3438 3.7538
C: -0.7449 4.4045 3.2099
C: -1.1108 4.8084 1.8497
N: -1.6431 6.0284 1.6458
C: -1.9047 6.2453 0.3001
C: -1.5077 5.0862 -0.4037
C: -1.5525 5.1115 -1.8034
C: -2.0261 6.2759 -2.4455
C: -2.4024 7.4190 -1.7104
C: -2.3438 7.4163 -0.3053
C: -1.0084 4.1225 0.5959
C: -0.4763 2.8402 0.3485
C: -0.7433 2.1495 -0.8850
C: -2.0459 2.1367 -1.4714
C: -2.2649 1.4916 -2.6839
C: -1.2069 0.8694 -3.3608
C: -1.4647 0.2169 -4.6879
C: 0.0740 0.8713 -2.7962
C: 0.2988 1.4344 -1.5387
H: -0.4917 3.3468 3.2175
H: 0.1234 4.9586 3.5869
H: -1.5621 4.5750 3.9201
H: -1.8126 6.6809 2.3960
H: -1.2270 4.2531 -2.3795
H: -2.0928 6.2844 -3.5352
H: -2.7386 8.3151 -2.2493
H: -2.6118 8.2693 0.3239
H: 0.1885 2.4334 1.1218
H: -2.8670 2.6475 -0.9592
H: -3.2615 1.4991 -3.1289
H: -0.6001 -0.3630 -5.0200
H: -2.3233 -0.4642 -4.6495
H: -1.6882 0.9493 -5.4746
H: 0.8989 0.3877 -3.3210
H: 1.2615 1.3501 -1.0401

Cartesian forces (eV/Å) of the 3 atoms listed first:
C -0.09 0.11 0.06
C 0.09 -0.13 -0.34
C 0.31 0.38 0.22

# 2
C39H43ClP2ScSi2 | ωB97M-V/def2-TZVPD

Summary:
total charge	+1
multiplicity	1

CARTESIAN COORDINATES (ANGSTROEM)
C: -1.2077 -2.3349 2.0451
C: -0.2177 -1.9817 3.0322
C: -0.7237 -0.8463 3.7809
H: 0.7315 -2.5084 3.2269
C: -2.0232 -0.5160 3.2261
C: -2.2926 -1.3945 2.1266
H: -3.1888 -1.4265 1.4931
H: -1.1934 -3.2219 1.3904
H: -0.2490 -0.3241 4.6235
H: -2.7147 0.2672 3.5699
Sc: -0.4065 -0.1441 1.6507
Si: 0.4244 2.6342 1.6938
C: 2.0252 3.4054 1.0213
C: 2.0124 4.5006 0.1463
H: 1.0785 4.9354 -0.2133
C: 3.2056 5.0778 -0.3080
H: 3.1748 5.8980 -1.0354
C: 4.4342 4.5663 0.1297
H: 5.3688 4.9536 -0.2956
C: 4.4454 3.5719 1.1138
H: 5.3993 3.2170 1.5311
C: 3.2495 3.0175 1.5759
H: 3.2910 2.3060 2.4013
C: -0.4607 4.2977 2.0797
C: 0.1263 5.1072 3.0731
H: 0.8522 4.6646 3.7675
C: -0.1300 6.4827 3.1362
H: 0.4247 7.0846 3.8552
C: -1.0664 7.0610 2.2782
H: -1.2593 8.1276 2.2906
C: -1.7838 6.2511 1.4025
H: -2.5706 6.6737 0.7676
C: -1.5103 4.8771 1.3323
H: -2.1273 4.2823 0.6596
H: 0.8705 1.8857 2.9056
Si: 0.8007 2.7792 -2.2509
C: -0.5824 2.4875 -1.0550
C: -0.3874 1.7725 0.2959
H: 0.1898 0.8189 0.0352
C: -1.5449 1.6734 1.2409
H: -1.3897 1.4873 2.3851
C: -2.8679 1.8030 0.7446
H: -3.7306 1.5409 1.3571
C: -2.9960 2.3606 -0.5151
H: -4.0071 2.5690 -0.8594
C: -1.9262 2.6439 -1.3854
H: -2.1243 2.9786 -2.3975
C: 2.1671 1.5566 -1.7661
C: 2.0542 0.2399 -1.2480
H: 1.0644 -0.2493 -1.2256
C: 3.1674 -0.4048 -0.6725
H: 3.0213 -1.3252 -0.1104
C: 4.4538 0.1171 -0.8059
H: 5.3330 -0.4272 -0.4455
C: 4.5856 1.3433 -1.4766
H: 5.5737 1.7614 -1.5934
C: 3.4707 2.0359 -1.9608
H: 3.6148 3.0027 -2.4578
H: 0.3954 2.2939 -3.4810
Cl: -1.1681 -0.9770 -0.6895
C: -3.1699 -3.0302 -2.8400
P: -2.8634 -3.6845 -1.1481
C: -4.5400 -4.2885 -0.7275
C: -1.9335 -5.2280 -1.5174
C: -2.5678 -6.3723 -2.0189
C: -1.7973 -7.4869 -2.3743
C: -0.4131 -7.4985 -2.1861
C: 0.2242 -6.3782 -1.6323
C: -0.5169 -5.2423 -1.3078
P: 0.3197 -3.7185 -0.7444
C: 1.7242 -4.3229 0.2658
C: 1.1660 -3.1803 -2.2837
H: -3.3954 -1.9614 -2.7326
H: -4.0058 -3.5757 -3.2938
H: -2.2730 -3.1400 -3.4620
H: -5.1564 -4.3767 -1.6312
H: -4.4809 -5.2456 -0.1941
H: -4.9716 -3.5255 -0.0619
H: -3.6480 -6.3898 -2.1554
H: -2.2922 -8.3690 -2.7929
H: 0.1843 -8.3712 -2.4745
H: 1.3097 -6.4018 -1.4639
H: 2.5002 -4.7182 -0.4063
H: 2.1148 -3.4750 0.8528
H: 1.3680 -5.1018 0.9526
H: 1.6455 -4.0666 -2.7187
H: 0.4081 -2.7850 -2.9719
H: 1.9045 -2.3954 -2.0685

Cartesian forces (eV/Å) of the 3 atoms listed first:
C -0.24 -0.02 1.15
C -0.98 -0.01 0.34
C -0.74 -0.41 -0.16

# 3
C39H43FN3O4PPtS4 | ωB97M-V/def2-TZVPD

Summary:
multiplicity	5

CARTESIAN COORDINATES (ANGSTROEM)
Pt: -0.8492 -2.7758 2.8552
C: -4.7550 3.6883 0.7745
C: -3.2958 3.6349 1.2044
N: -2.7639 2.2844 1.2015
C: -2.7013 1.6058 2.3844
C: -2.2186 0.3464 2.5210
C: -2.0088 -0.1106 3.9630
O: -2.2689 0.7091 4.8420
O: -1.5368 -1.2751 4.1878
C: -1.8021 -0.3423 1.3364
O: -1.4132 -1.5805 1.2774
C: -1.7605 0.3899 0.1284
C: -1.1731 -0.1968 -1.0297
C: -1.1233 0.5211 -2.1934
F: -0.5006 -0.0360 -3.2758
C: -1.6645 1.7876 -2.3245
C: -2.2478 2.3909 -1.1717
C: -2.2648 1.7159 0.0397
N: -1.6451 2.5445 -3.5383
C: -1.8396 1.8521 -4.7975
C: -2.1418 2.9273 -5.8695
N: -2.4520 4.1864 -5.1236
C: -1.2117 4.7280 -4.4823
C: -0.6101 3.5601 -3.6641
H: -5.1173 4.7174 0.7618
H: -5.3711 3.1165 1.4684
H: -4.8832 3.2595 -0.2201
H: -3.1844 4.0237 2.2167
H: -2.6672 4.2546 0.5596
H: -2.9989 2.1464 3.2720
H: -0.7185 -1.1726 -0.9628
H: -2.7020 3.3659 -1.2850
H: -2.6760 1.1633 -4.6845
H: -0.9687 1.2728 -5.1178
H: -2.9916 2.6763 -6.4998
H: -1.2819 3.1397 -6.5024
H: -3.0339 3.8834 -4.3276
H: -2.9369 4.8799 -5.6867
H: -1.5148 5.5672 -3.8586
H: -0.5569 5.0829 -5.2757
H: -0.3289 3.9009 -2.6709
H: 0.2919 3.1728 -4.1574
S: 1.3873 -2.5892 4.1206
S: 1.0366 -2.9346 6.1121
S: -0.7091 -3.6665 6.5387
S: -0.8910 -4.8449 3.5357
C: -0.5203 -4.3052 -0.5196
C: -1.0514 -5.0689 0.7003
C: -2.5634 -4.8730 0.8115
C: -0.7296 -6.5601 0.5508
C: -0.3168 -4.5246 1.9151
H: -0.9757 -4.6900 -1.4356
H: 0.5638 -4.4087 -0.5993
H: -0.7546 -3.2452 -0.4159
H: -3.0529 -5.2023 -0.1079
H: -2.8037 -3.8197 0.9684
H: -2.9787 -5.4495 1.6402
H: -1.1991 -6.9642 -0.3486
H: -1.0958 -7.1240 1.4112
H: 0.3480 -6.7185 0.4718
H: 0.7658 -4.5280 1.7832
O: 1.4071 -2.0463 0.9668
P: 2.3108 -0.8784 0.8771
C: 3.7694 -1.0192 1.9411
C: 4.3852 0.0725 2.5440
C: 5.5038 -0.1139 3.3421
C: 6.0091 -1.3908 3.5423
C: 5.3953 -2.4831 2.9455
C: 4.2789 -2.2976 2.1477
C: 1.5451 0.7079 1.2974
C: 1.3184 1.6998 0.3494
C: 0.6679 2.8698 0.7135
C: 0.2446 3.0513 2.0225
C: 0.4575 2.0590 2.9703
C: 1.1041 0.8882 2.6076
C: 2.9336 -0.6749 -0.8143
C: 4.0595 0.0808 -1.1230
C: 4.4613 0.2215 -2.4421
C: 3.7382 -0.3938 -3.4565
C: 2.6174 -1.1533 -3.1514
C: 2.2167 -1.2969 -1.8314
H: 3.9808 1.0685 2.4083
H: 5.9721 0.7374 3.8191
H: 6.8754 -1.5367 4.1748
H: 5.7767 -3.4815 3.1156
H: 3.7731 -3.1472 1.7054
H: 1.6400 1.5576 -0.6753
H: 0.4874 3.6376 -0.0297
H: -0.2678 3.9637 2.3052
H: 0.0861 2.1698 3.9816
H: 1.2451 0.1035 3.3445
H: 4.6289 0.5531 -0.3304
H: 5.3421 0.8049 -2.6791
H: 4.0570 -0.2882 -4.4861
H: 2.0559 -1.6395 -3.9391
H: 1.3522 -1.8947 -1.5704

Cartesian forces (eV/Å) of the 3 atoms listed first:
Pt -0.05 0.53 0.20
C 0.01 0.01 -0.03
C 0.01 0.03 -0.01

Across the entries above, ΔE to the lowest compared entry with this formula, charge and spin takes the values 1.414; 6.992; 0.000 eV, respectively.
Across the entries above, total energy takes the values -1675.35003; -3994.16035; -4130.38014 hartree, respectively.